A cluster of 12 separate species, C29H53Cl23N2O5PS2 in total in a non-equilibrium geometry. Source: OMol25; level of theory: ωB97M-V/def2-TZVPD.

XYZ file:
```
115
Properties=species:S:1:pos:R:3:forces:R:3:mulliken_charge:R:1
C 2.71483 -2.08980 2.64903 -0.556 -0.479 -0.025 -1.00
C 2.72625 -3.34538 1.74088 0.391 0.805 0.409 -0.67
C 3.61993 -3.22401 0.48404 -0.697 -1.164 0.195 -0.69
C 2.90149 -3.76064 -0.77749 0.891 0.960 -0.502 -0.23
C 2.67911 -2.71610 -1.91769 0.028 -0.343 0.256 -1.92
C 2.46628 -1.31985 -1.41613 -0.462 -0.178 -0.206 0.97
C 1.18789 -0.98185 -0.97428 -0.271 0.207 0.677 0.30
C 0.05035 -1.97792 -0.98056 0.067 0.388 -0.801 -0.82
C -0.61109 -1.98306 -2.41216 0.037 -0.079 0.922 -0.87
C -2.07226 -1.52933 -2.42499 0.683 -0.558 0.433 -0.54
C -3.04839 -2.59750 -1.88466 -0.048 1.246 -1.200 -0.75
S -3.84813 -2.06898 -0.39230 -0.426 -2.083 0.953 1.16
O -5.02824 -2.84568 -0.20067 -0.406 0.337 -0.494 -0.62
O -2.92939 -2.09592 0.70317 0.536 1.062 -0.285 -0.45
Cl -4.44927 -0.16323 -0.85653 0.145 -0.096 0.185 -0.21
C 0.96781 0.32431 -0.54074 0.822 -0.197 -0.564 1.05
C -0.37047 0.79688 -0.04362 -0.218 0.053 -0.054 -0.37
O -0.93222 0.31743 0.88919 0.057 -0.256 0.659 -0.45
O -0.87447 1.81024 -0.75783 0.399 0.458 -0.145 -0.53
C 2.01472 1.26229 -0.57523 -1.044 0.084 -0.077 0.94
O 1.70473 2.53122 -0.17101 0.799 -0.298 -0.063 -0.22
C 3.28195 0.90382 -0.99583 0.435 -0.117 0.252 -0.19
C 4.44312 1.85627 -1.08819 -0.272 0.766 -0.193 -1.15
C 4.53379 2.98864 -0.05840 0.229 0.003 0.217 -0.35
C 4.48997 2.53650 1.42484 -0.127 0.334 -0.756 -0.19
N 3.62216 3.35945 2.26185 0.198 -0.491 0.100 -0.59
N 3.46320 -0.39631 -1.39798 0.026 -0.467 0.829 0.65
P 5.07205 -0.94977 -1.96069 0.567 0.299 -1.969 0.18
S 5.28393 -0.52221 -3.81898 0.040 0.054 0.286 -0.28
H 2.93417 -2.38337 3.67092 0.255 0.238 0.121 0.31
H 1.71074 -1.66821 2.68787 -0.014 0.191 -0.090 0.20
H 3.39521 -1.30680 2.32094 0.182 -0.021 0.059 0.19
H 3.09616 -4.17655 2.33540 -0.051 -0.162 -0.028 0.55
H 1.69715 -3.59151 1.48995 -0.030 -0.040 -0.247 0.31
H 4.46776 -3.88403 0.65754 0.276 0.181 -0.050 0.47
H 4.03240 -2.22215 0.36968 -0.177 0.136 0.032 0.27
H 3.50958 -4.55010 -1.20129 -0.006 -0.090 -0.194 0.62
H 1.95454 -4.22493 -0.55685 -0.137 0.041 0.349 0.35
H 3.46730 -2.80460 -2.65801 0.006 0.262 -0.120 0.86
H 1.77419 -2.99725 -2.44585 -0.041 0.000 -0.163 -0.46
H 0.40047 -2.97571 -0.74754 0.063 -0.025 0.152 0.14
H -0.65075 -1.68982 -0.20712 -0.201 -0.098 0.061 0.56
H -0.51350 -3.00643 -2.76696 -0.083 0.063 -0.523 0.16
H -0.04471 -1.29895 -3.04077 0.087 -0.178 -0.287 0.66
H -2.34615 -1.25967 -3.44007 -0.166 0.046 -0.020 0.40
H -2.13793 -0.63848 -1.80572 -0.066 0.230 -0.166 -0.07
H -2.60514 -3.58364 -1.77581 -0.002 -0.028 0.597 0.46
H -3.84636 -2.70142 -2.61604 -0.259 -0.103 0.159 0.27
H -1.46780 2.31408 -0.17105 -0.310 -0.209 -0.165 0.28
H 1.20665 2.97714 -0.87005 -0.057 0.170 0.096 0.17
H 4.36654 2.31834 -2.07719 0.083 -0.058 -0.131 0.40
H 5.40558 1.36108 -1.08035 -0.077 -0.253 -0.032 0.25
H 5.48843 3.48128 -0.24309 0.077 0.008 -0.093 0.65
H 3.78816 3.74914 -0.25273 -0.260 -0.073 0.056 -0.33
H 5.51414 2.55072 1.79537 0.032 -0.116 0.211 0.40
H 4.13964 1.50143 1.44208 0.050 -0.090 0.283 -0.19
H 2.76151 2.85265 2.40571 -0.217 0.307 0.101 0.34
H 3.40759 4.23258 1.79953 -0.103 -0.037 0.101 0.17
H 6.01167 -0.38047 -1.09639 -0.361 -0.247 0.433 0.18
H 5.13472 -2.32529 -1.74449 -0.222 0.169 0.736 0.13
C 2.76335 6.59650 -1.02321 0.218 -0.145 0.105 -0.16
Cl 3.44828 6.46350 0.60324 0.141 0.206 -0.053 -0.20
Cl 1.34705 5.55356 -1.17864 -0.150 -0.018 -0.164 -0.14
H 2.47556 7.62386 -1.19110 -0.171 0.011 0.034 0.12
H 3.49770 6.28856 -1.75870 0.060 -0.039 0.084 0.36
C -3.47425 0.62856 3.37761 0.179 -0.071 0.012 0.12
Cl -3.96361 0.12812 4.99858 -0.049 -0.009 0.033 -0.09
Cl -3.32086 2.38984 3.24865 0.019 -0.029 -0.088 -0.14
H -2.51310 0.18043 3.15261 0.017 0.076 0.001 -0.08
H -4.21820 0.29469 2.67029 -0.146 0.008 -0.060 0.22
C 1.33538 9.56682 -3.54917 -0.043 0.079 -0.073 0.10
Cl 0.37079 8.30366 -2.75590 0.042 0.286 -0.121 -0.10
Cl 3.02470 9.56195 -3.01810 -0.013 0.013 0.010 -0.17
H 1.30821 9.39241 -4.61983 0.117 -0.060 0.349 -0.11
H 0.90348 10.53149 -3.31020 0.016 -0.021 0.099 0.33
C 1.59832 -7.02654 -2.61373 0.016 -0.034 0.116 -0.07
Cl 2.09873 -6.75951 -0.93771 -0.150 -0.590 -0.032 -0.15
Cl 0.79122 -5.60022 -3.29619 -0.027 0.031 -0.032 -0.16
H 2.47408 -7.24751 -3.20874 -0.028 0.162 0.046 0.09
H 0.90839 -7.86106 -2.64273 -0.055 0.042 0.017 0.31
C -0.87789 7.65405 -6.55881 -0.137 -0.087 0.009 -0.27
Cl 0.12902 9.10647 -6.60313 -0.177 0.017 -0.393 -0.16
Cl -0.06890 6.31317 -5.74022 -0.016 -0.050 -0.063 -0.12
H -1.79194 7.88494 -6.02503 0.052 0.029 0.075 0.26
H -1.10001 7.35785 -7.57670 0.098 0.004 -0.023 0.32
C -1.60005 5.96707 2.18149 -0.069 0.093 0.170 -0.37
Cl -1.20654 4.74777 0.95329 -0.077 -0.122 -0.057 -0.06
Cl -0.20437 6.97518 2.55073 -0.018 -0.006 -0.004 -0.13
H -2.39715 6.59256 1.79873 0.043 -0.002 -0.093 0.34
H -1.91678 5.45645 3.08337 0.080 -0.070 -0.014 0.22
C -6.53871 -0.90806 7.85699 0.051 -0.098 -0.108 -0.11
Cl -7.52185 -2.16285 8.61936 0.002 0.071 -0.048 -0.16
Cl -4.83806 -1.02219 8.34253 0.051 0.024 -0.022 -0.19
H -6.59900 -1.02526 6.78112 0.040 -0.073 0.009 0.26
H -6.91579 0.06002 8.15171 0.014 0.021 0.110 0.17
C -1.11388 -1.21687 6.51623 -0.033 -0.031 0.006 0.26
Cl -0.05598 0.20149 6.51286 -0.041 0.035 -0.058 -0.16
Cl -0.31119 -2.63271 7.20596 -0.024 -0.021 -0.021 -0.17
H -1.99477 -0.99296 7.10516 0.042 0.019 0.057 -0.03
H -1.39531 -1.43994 5.49466 0.055 -0.025 -0.008 0.08
C -9.70593 2.53159 8.63817 0.001 0.051 0.033 -0.25
Cl -10.13308 3.28505 7.09845 0.005 0.035 0.020 -0.15
Cl -9.41294 0.79506 8.46398 -0.111 0.051 0.085 -0.11
H -8.80394 2.99865 9.01474 0.037 -0.025 -0.059 0.24
H -10.52329 2.67457 9.33439 -0.052 -0.051 -0.050 0.28
C 1.55179 -10.67009 -4.88090 -0.058 -0.063 -0.052 -0.25
Cl 2.81206 -9.50488 -4.44596 0.137 -0.181 -0.160 -0.13
Cl 0.15644 -10.55248 -3.80292 -0.012 -0.011 -0.022 -0.15
H 1.22834 -10.46606 -5.89422 -0.018 0.085 0.023 0.28
H 1.96627 -11.66821 -4.80975 0.023 0.017 0.100 0.29
C -4.28292 -4.63363 -5.48267 -0.085 -0.098 0.003 -0.32
Cl -3.19682 -3.23696 -5.36826 -0.001 0.059 -0.077 -0.12
Cl -3.71032 -5.97937 -4.49468 -0.022 0.007 0.002 -0.13
H -5.26516 -4.33704 -5.13493 0.034 0.032 0.068 0.27
H -4.32813 -4.95008 -6.51750 0.100 0.000 -0.004 0.33
```
Forces are in eV/Å.

Calculated values
maximum force = 0.045 hartree/bohr
frontier orbital gap = 7.125 eV
total charge = +1
E_HOMO = -11.134 eV

=====

A structure of composition C29H53PS4Se2Si4TeTi. Source: OMol25; level of theory: ωB97M-V/def2-TZVPD.

XYZ file:
```
95
Properties=species:S:1:pos:R:3:forces:R:3:mulliken_charge:R:1
Ti 0.48339 1.68308 0.92099 -0.342 -0.211 0.830 -0.31
C 3.46177 3.04811 0.34651 0.075 -0.020 -0.019 -0.44
C 2.75804 4.09663 -0.50790 0.015 0.030 -0.049 -1.11
S 0.94912 4.04706 -0.33103 0.090 -0.036 -0.201 0.25
C 0.63351 5.42130 0.80340 -0.069 -0.024 -0.100 -0.99
C 1.32827 5.32532 2.14458 -0.017 -0.034 0.047 -0.79
S 1.12520 3.70586 2.90217 0.004 -0.074 -0.061 0.07
C -0.48690 3.83641 3.70931 0.014 0.029 -0.009 -0.63
C -0.78705 2.44634 4.23392 0.041 -0.006 0.000 -0.91
S -1.05508 1.24459 2.89808 0.143 0.081 -0.200 -0.12
C 1.85310 0.65571 2.22919 0.240 0.099 -0.009 -0.73
C 3.03326 0.37867 1.32983 -0.001 -0.071 0.095 0.13
S 2.80726 1.42604 -0.15567 -0.029 0.089 -0.152 -0.12
H 3.28175 3.19721 1.41140 0.011 -0.001 0.007 0.18
H 4.53826 3.07217 0.16881 -0.006 -0.014 -0.004 0.51
H 2.94487 3.89736 -1.56493 0.007 0.016 0.014 0.43
H 3.11689 5.10344 -0.29104 0.006 -0.005 0.016 0.55
H -0.45220 5.40817 0.91645 -0.005 -0.017 0.002 0.34
H 0.90243 6.34418 0.28632 -0.021 0.001 -0.006 0.55
H 0.95320 6.08501 2.83278 0.018 0.005 -0.011 0.57
H 2.40268 5.48574 2.04623 0.006 -0.014 -0.017 0.33
H -1.23748 4.13839 2.97764 -0.009 0.014 0.012 0.29
H -0.41145 4.57686 4.50826 0.008 -0.005 0.006 0.46
H -1.70153 2.47562 4.82721 -0.013 -0.003 -0.018 0.46
H 0.02041 2.12084 4.89574 -0.008 0.012 0.010 0.36
H 1.43058 -0.22774 2.68899 -0.049 -0.156 -0.013 -0.27
H 2.11539 1.35830 3.01974 0.031 -0.064 0.039 0.73
H 2.98939 -0.62304 0.90820 0.029 -0.102 0.071 -0.58
H 4.03442 0.54080 1.73560 -0.003 0.013 0.007 0.59
Se -1.86533 2.46098 0.15730 -0.175 0.064 -0.203 -0.52
P -1.65082 2.34582 -2.06474 -0.004 -0.064 -0.130 0.47
Se 0.25337 1.81076 -2.87301 0.031 0.206 0.159 -0.23
C -2.26795 3.92933 -2.72018 0.051 0.035 0.042 0.51
C -3.59337 4.29149 -2.48513 0.007 -0.001 -0.010 -0.42
C -4.06597 5.51440 -2.93023 -0.020 -0.003 0.003 -0.69
C -3.21852 6.38308 -3.60775 0.017 0.011 -0.006 -0.42
C -1.89984 6.02441 -3.84168 -0.013 -0.008 0.004 -0.70
C -1.42287 4.79684 -3.39930 -0.007 0.002 0.011 -0.27
C -2.89617 1.14062 -2.62831 -0.008 0.005 0.098 0.64
C -2.95766 0.87165 -3.99476 -0.032 -0.011 -0.006 -0.68
C -3.87565 -0.04391 -4.47919 0.022 0.032 -0.010 -0.66
C -4.73001 -0.70296 -3.60293 -0.014 -0.020 0.009 -0.48
C -4.66469 -0.44300 -2.24377 0.003 -0.020 -0.015 -0.63
C -3.74868 0.47957 -1.75303 0.021 -0.023 -0.028 -0.21
H -4.25349 3.61431 -1.95512 -0.001 0.003 0.001 0.35
H -5.09684 5.79180 -2.75142 -0.001 -0.005 0.002 0.40
H -3.59026 7.33838 -3.95595 -0.003 -0.001 -0.002 0.39
H -1.24058 6.69700 -4.37558 0.001 0.001 -0.001 0.40
H -0.39787 4.49692 -3.58088 0.000 -0.008 -0.004 0.35
H -2.27057 1.36714 -4.67038 -0.005 -0.001 -0.002 0.38
H -3.91841 -0.25133 -5.54066 -0.004 -0.004 0.001 0.41
H -5.44042 -1.42600 -3.98335 -0.001 0.001 0.003 0.39
H -5.31851 -0.96425 -1.55632 -0.005 0.000 -0.003 0.43
H -3.68559 0.66967 -0.68959 -0.006 -0.007 -0.007 0.27
C 1.68697 -2.72352 -2.77676 0.003 -0.014 0.048 -0.82
Si 2.35566 -3.38231 -1.15101 0.018 -0.012 -0.014 0.42
C 4.02485 -2.56018 -0.84543 -0.032 -0.046 0.007 -1.02
C 2.63898 -5.24024 -1.29439 -0.006 0.037 -0.008 -1.04
Si 0.81051 -2.95729 0.57819 0.144 0.055 0.077 0.05
Te -0.24732 -0.72300 0.04668 -0.024 0.061 -0.078 -0.11
Si -1.17028 -4.17061 0.14916 -0.006 -0.142 -0.026 0.63
C -2.54929 -3.58785 1.28566 0.029 0.014 -0.024 -1.02
C -0.94532 -6.02543 0.41420 -0.027 0.037 -0.019 -1.20
C -1.66803 -3.90334 -1.64533 -0.025 0.025 0.045 -0.86
Si 1.53365 -3.47260 2.77345 0.003 -0.001 0.074 0.81
C 0.21807 -2.91139 3.99297 0.026 -0.002 -0.054 -0.94
C 1.73072 -5.34419 2.87890 -0.053 0.020 -0.037 -1.10
C 3.21421 -2.79889 3.29845 -0.056 -0.096 -0.053 -1.08
H 2.45580 -2.78285 -3.55212 0.014 -0.012 0.012 0.40
H 1.37956 -1.67961 -2.67869 -0.009 0.006 -0.016 0.11
H 0.82198 -3.29489 -3.11707 -0.005 0.033 0.007 0.24
H 4.68805 -2.74756 -1.69446 -0.013 -0.039 -0.003 0.46
H 4.51541 -2.94153 0.05295 -0.021 0.037 0.021 0.28
H 3.92185 -1.47843 -0.75399 0.025 0.034 -0.021 0.20
H 3.35948 -5.45446 -2.08836 0.003 0.002 0.001 0.40
H 1.71014 -5.75989 -1.53905 0.007 0.000 0.001 0.23
H 3.02691 -5.66551 -0.36610 -0.010 0.002 0.002 0.28
H -2.39073 -3.93393 2.30889 0.011 0.010 0.001 0.30
H -3.50862 -3.98682 0.94466 0.005 -0.006 -0.012 0.41
H -2.61639 -2.49863 1.30325 -0.020 -0.005 0.005 0.21
H -0.80286 -6.26101 1.46906 -0.033 -0.024 -0.022 0.30
H -0.09021 -6.41901 -0.13861 0.002 -0.004 0.021 0.28
H -1.83681 -6.56221 0.07763 -0.008 0.029 -0.023 0.37
H -1.65581 -2.84440 -1.91183 -0.014 -0.011 -0.024 0.23
H -2.67984 -4.28367 -1.81210 0.000 -0.005 0.013 0.39
H -0.99798 -4.43606 -2.32342 0.009 0.004 0.010 0.25
H -0.70090 -3.48590 3.85922 0.007 0.002 -0.007 0.28
H -0.03714 -1.85786 3.85969 0.001 0.038 -0.010 0.14
H 0.55667 -3.05632 5.02247 0.018 -0.007 -0.011 0.41
H 0.81107 -5.87031 2.62740 0.040 -0.015 0.021 0.21
H 2.01346 -5.63123 3.89548 0.014 0.035 0.009 0.40
H 2.51495 -5.69687 2.20498 -0.014 -0.005 -0.011 0.24
H 3.27316 -1.71744 3.26219 0.021 0.255 -0.053 0.28
H 4.01640 -3.21568 2.68477 -0.017 0.040 -0.026 0.28
H 3.40426 -3.09824 4.33361 -0.033 -0.043 -0.015 0.43
```
Forces are in eV/Å.

Calculated values
maximum force = 0.018 hartree/bohr
frontier orbital gap = 6.295 eV
E_HOMO = -6.782 eV